Formula: C9H50NO17
Source: OMol25
Level of theory: ωB97M-V with the def2-TZVPD basis set

Its total charge is -1. For the energy relative to the best compared isomer or geometry (same formula, charge and spin), the calculation gives 0.0 kJ/mol. As for the HOMO energy: -3.794 eV. As for the LUMO energy: 1.629 eV. The total energy comes out at -46443.49854 eV. The orbital gap comes out at 5.42 eV.

Geometry as XYZ:
```
77
C9H50NO17 ωB97M-V with the def2-TZVPD basis set
C 14.16072 -0.19315 11.55062
C 14.86885 1.09925 11.97538
C 14.59559 1.24556 13.49613
C 15.58873 2.16716 14.17578
C 16.99355 1.71891 13.86826
C 17.34789 1.68652 12.38032
N 16.28498 0.95226 11.71653
O 16.57109 0.64772 10.37775
C 18.64370 0.88368 12.28908
C 17.61263 3.11100 11.86115
C 14.15202 2.24645 11.25740
H 13.07981 -0.11396 11.70437
H 14.51174 -1.03264 12.15556
H 14.34957 -0.40225 10.49940
H 14.60002 0.26041 13.98127
H 13.56944 1.59006 13.65869
H 15.38654 2.16208 15.25038
H 15.47727 3.19246 13.80302
H 17.28282 0.79320 14.37160
H 17.70315 2.43912 14.30046
H 18.94593 0.85211 11.23464
H 18.47438 -0.17561 12.49143
H 19.42052 1.35242 12.89021
H 17.85028 2.99948 10.80110
H 18.41334 3.57980 12.43813
H 16.73527 3.75810 11.92848
H 13.92118 2.08198 10.19816
H 14.70004 3.19362 11.24834
H 13.14889 2.43262 11.66502
O 12.32611 4.30650 14.80038
H 12.05238 4.57048 13.90633
H 13.25272 4.56150 14.85436
O 21.27928 -1.91230 12.66505
H 21.88003 -1.22078 12.96052
H 20.89965 -1.56290 11.84900
O 16.54392 -1.69515 13.90737
H 16.25242 -0.95173 13.34285
H 15.75016 -1.99766 14.35943
O 18.88292 -1.59796 15.44901
H 18.18477 -1.27212 14.85325
H 19.69846 -1.49087 14.94685
O 16.13341 3.24747 8.91576
H 16.16860 2.53913 9.58998
H 15.22551 3.23909 8.58453
O 19.92714 2.59231 15.75625
H 19.75665 3.45450 16.14485
H 19.13352 2.06707 15.94667
O 22.00044 1.19125 11.27729
H 21.15707 1.64343 11.17668
H 22.15229 1.16895 12.23793
O 15.17491 -0.04483 7.95860
H 14.26196 -0.02358 8.25643
H 15.68965 0.22034 8.75192
O 13.61934 3.72386 7.55895
H 13.35793 4.61940 7.79757
H 12.80600 3.27845 7.30091
O 11.35947 4.96321 12.19734
H 10.76333 4.77507 11.46642
H 12.23868 4.98524 11.79708
O 14.73848 0.55918 17.27208
H 13.91279 1.04781 17.18147
H 14.65122 -0.17944 16.65735
O 17.25186 -2.14071 10.53172
H 17.31904 -1.16623 10.47005
H 16.59798 -2.27619 11.22318
O 17.49102 1.38307 17.19089
H 16.68460 0.85573 17.06798
H 17.17316 2.29126 17.21096
O 18.60908 0.52389 8.45900
H 18.33623 1.30461 7.96695
H 18.12725 0.61040 9.30204
O 22.09678 1.75298 14.06667
H 22.86806 2.25830 14.33914
H 21.38690 2.02817 14.67152
O 18.85020 6.07997 10.04736
H 19.58380 5.55646 9.70912
H 18.79704 5.84063 10.97806
```

Formula: C5H12BrIOSi
Source: OMol25
Level of theory: ωB97M-V with the def2-TZVPD basis set

For the energy relative to the best compared isomer or geometry (same formula, charge and spin), the calculation gives 288.9 kJ/mol. As for the HOMO energy (alpha / beta): -10.074 / -6.894 eV. As for the LUMO energy (alpha / beta): -0.487 / -3.277 eV. The total energy comes out at -93446.72731 eV. The orbital gap (alpha / beta) comes out at 9.59 / 3.62 eV.

Geometry as XYZ:
```
21
C5H12BrIOSi ωB97M-V with the def2-TZVPD basis set
C -1.76959 0.67889 -2.48329
C 3.16279 -0.86823 1.28366
C -1.31889 1.29903 -1.11178
C -0.46914 0.35110 -0.23848
C -0.64809 0.50531 1.35929
O 1.94563 -1.00520 1.89181
Si 0.32237 -0.93336 2.12336
Br -0.14638 -1.55567 4.23578
I -0.91546 -3.43923 -2.42661
H -1.89316 1.53466 -3.10370
H -1.06893 0.04140 -2.87699
H -2.62771 0.19400 -2.30916
H 3.16456 -0.86700 0.21079
H 3.81594 -1.67697 1.52473
H 3.65239 0.11250 1.61593
H -2.21848 1.43963 -0.54746
H -0.92820 2.22650 -1.33789
H -0.64546 -0.65662 -0.71283
H 0.59242 0.62511 -0.51213
H -1.68538 0.47278 1.74037
H -0.32124 1.52137 1.67460
```

Formula: C6H9N
Source: OMol25
Level of theory: ωB97M-V with the def2-TZVPD basis set

For the energy relative to the best compared isomer or geometry (same formula, charge and spin), the calculation gives 74.3 kJ/mol. As for the HOMO energy: -7.956 eV. As for the LUMO energy: 1.041 eV. The total energy comes out at -7857.39000 eV. The orbital gap comes out at 9.00 eV.

Geometry as XYZ:
```
16
C6H9N ωB97M-V with the def2-TZVPD basis set
C 0.16019 -2.57575 0.13824
C 0.38031 -1.08418 -0.01971
C 1.21554 -0.35088 0.75936
N 0.90949 1.00977 0.59012
C -0.10584 1.09321 -0.35525
C -0.83485 2.36338 -0.60348
C -0.54538 -0.19094 -0.64381
H 0.19401 -3.12910 -0.79954
H 0.94587 -2.93749 0.79905
H -0.82468 -2.71559 0.58110
H 2.03552 -0.62821 1.40107
H 0.77192 1.50460 1.45862
H -0.68863 3.12052 0.17475
H -0.42955 2.93949 -1.44500
H -1.88586 2.10455 -0.70033
H -1.29807 -0.52341 -1.33519
```

Formula: C32H35N6OPS3Y
Source: OMol25
Level of theory: ωB97M-V with the def2-TZVPD basis set

Its total charge is -1. For the energy relative to the best compared isomer or geometry (same formula, charge and spin), the calculation gives 0.0 kJ/mol. As for the HOMO energy: -4.891 eV. As for the LUMO energy: 2.471 eV. The total energy comes out at -87585.96427 eV. The orbital gap comes out at 7.36 eV.

Geometry as XYZ:
```
79
C32H35N6OPS3Y ωB97M-V with the def2-TZVPD basis set
Y 0.99094 -0.43141 0.63528
N -0.43844 -2.60807 0.50872
C -0.17873 -3.35732 -0.72478
C 1.32172 -3.42637 -0.96172
N 1.91189 -2.09155 -1.08610
C 2.00701 -1.53787 -2.44478
C 0.89269 -0.54430 -2.74012
N 0.90650 0.50757 -1.72629
H -1.43102 -2.43059 0.61857
H -0.12644 -3.12996 1.32360
H -0.59337 -4.37186 -0.69998
H -0.66966 -2.82154 -1.53965
H 1.78742 -3.91476 -0.10267
H 1.53132 -4.03887 -1.84761
H 2.82683 -2.07212 -0.64966
H 2.95987 -1.00774 -2.50884
H 2.01471 -2.33524 -3.19752
H 1.01834 -0.15417 -3.75704
H -0.08870 -1.02206 -2.70186
H 1.78188 1.02410 -1.75428
H 0.13859 1.15666 -1.89783
N -1.58022 2.64185 3.05803
C -0.72090 1.62704 2.70155
S 0.62013 2.06801 1.69055
N -0.98288 0.46205 3.22134
N -0.08761 -0.53527 2.86230
C -0.04953 -1.50340 3.70079
C 0.79377 -2.68854 3.63710
C 0.58173 -3.67834 4.60541
C 1.36158 -4.81334 4.68085
C 2.41091 -4.96369 3.77093
C 2.65480 -4.00510 2.81188
C 1.85492 -2.84318 2.70053
O 2.08006 -1.98257 1.76148
H -1.61960 3.40027 2.39635
H -2.47940 2.31957 3.38253
H -0.70450 -1.42492 4.57070
H -0.22590 -3.52924 5.31501
H 1.17200 -5.56406 5.43652
H 3.04618 -5.84082 3.81987
H 3.47721 -4.10772 2.11377
C 3.27634 0.42319 0.02313
C 4.29621 0.91364 -0.44335
C 5.49008 1.48815 -0.98995
C 6.69823 0.78258 -0.99515
C 7.84657 1.34115 -1.53393
C 7.81901 2.61732 -2.07988
C 6.62686 3.33033 -2.07872
C 5.47731 2.77524 -1.54122
H 6.72134 -0.21012 -0.56440
H 8.77051 0.77531 -1.52445
H 8.71720 3.05259 -2.49971
H 6.59095 4.32858 -2.49798
H 4.54935 3.33223 -1.53398
S -1.79847 2.17437 -2.87537
P -2.79603 1.33975 -1.38645
S -1.99769 -0.20739 -0.37740
C -4.43637 0.80869 -2.00489
C -5.13613 1.65593 -2.86071
C -6.39470 1.30442 -3.32174
C -6.96508 0.09691 -2.93887
C -6.27178 -0.75318 -2.09163
C -5.01230 -0.39778 -1.62299
C -3.29726 2.60830 -0.16210
C -4.27060 2.30575 0.78658
C -4.68963 3.26710 1.69283
C -4.12600 4.53746 1.66994
C -3.13985 4.83618 0.74035
C -2.73031 3.87574 -0.17686
H -4.67861 2.58597 -3.17553
H -6.92962 1.97069 -3.98734
H -7.94617 -0.18010 -3.30544
H -6.70823 -1.69846 -1.79243
H -4.46151 -1.05458 -0.96264
H -4.70004 1.31086 0.81697
H -5.45416 3.02417 2.42086
H -4.44978 5.28852 2.38001
H -2.68630 5.81958 0.72544
H -1.96940 4.09983 -0.91389
```

Formula: H3OP
Source: OMol25
Level of theory: ωB97M-V with the def2-TZVPD basis set

For the energy relative to the best compared isomer or geometry (same formula, charge and spin), the calculation gives 50.5 kJ/mol. As for the HOMO energy: -10.423 eV. As for the LUMO energy: 0.714 eV. The total energy comes out at -11383.75345 eV. The orbital gap comes out at 11.14 eV.

Geometry as XYZ:
```
5
H3OP ωB97M-V with the def2-TZVPD basis set
O 1.15514 -0.13597 -0.81525
P -0.00663 0.00586 0.03487
H -0.75707 -1.09688 -0.27090
H 0.43405 0.26055 1.47060
H -0.82549 0.96644 -0.41931
```

Formula: C6H12N2
Source: OMol25
Level of theory: ωB97M-V with the def2-TZVPD basis set

For the energy relative to the best compared isomer or geometry (same formula, charge and spin), the calculation gives 516.6 kJ/mol. As for the HOMO energy (alpha / beta): -8.104 / -8.754 eV. As for the LUMO energy (alpha / beta): -1.243 / -0.673 eV. The total energy comes out at -9391.49507 eV. The orbital gap (alpha / beta) comes out at 6.86 / 8.08 eV.

Geometry as XYZ:
```
20
C6H12N2 ωB97M-V with the def2-TZVPD basis set
C 0.83695 0.36766 -2.16165
C -2.14823 0.52361 -1.28451
C 0.20059 -1.01311 2.66875
N 0.34087 -0.38565 -1.04228
C 0.75170 -0.10590 0.14480
C -0.42881 -0.54666 1.39141
C 1.91226 0.34499 0.66619
N -1.61039 -0.45005 1.14346
H -1.78825 0.04460 -0.22752
H 0.06498 0.42569 -2.93267
H 1.68815 -0.16938 -2.59966
H 1.16556 1.38027 -1.89809
H -1.63801 1.45800 -1.48630
H -3.18132 0.69863 -0.98546
H -2.08669 -0.16685 -2.11499
H 0.62915 -0.16229 3.19941
H 1.00988 -1.70510 2.43525
H -0.54335 -1.49694 3.29904
H 2.83488 0.22223 0.11771
H 1.99010 0.73625 1.66712
```